Below is a 13-piece molecular cluster, C30H92N6O13 overall, with properties calculated with wB97M-V/def2-TZVPD.

Summary:
HOMO	-8.77	eV
calculated total energy	-68157.8480	eV
largest force on an atom	1.88	eV Å⁻¹

Structure (XYZ):
```
141
Properties=species:S:1:pos:R:3:forces:R:3:lowdin_charge:R:1
O 0.6261 3.2864 4.3826 -0.1 -0.3 -0.3 -0.094
H -0.0895 3.7161 3.8755 0.2 -0.3 0.2 0.003
H 0.4698 2.3179 4.3100 -0.3 0.8 0.1 0.001
O 1.7665 -3.6395 1.5927 -0.4 0.5 -0.2 -0.118
H 0.8512 -3.6322 1.9434 0.8 -0.2 -0.3 -0.027
H 1.7143 -3.1218 0.7520 -0.1 -0.3 0.5 -0.009
O -1.7189 4.1202 2.8365 0.0 -0.4 -0.3 -0.087
H -1.8979 3.6300 1.9883 0.0 0.7 0.5 -0.001
H -2.2729 4.9059 2.8015 0.1 -0.1 0.0 0.043
O -0.8278 -4.2083 2.4865 -0.8 0.1 0.1 -0.049
H -1.1858 -5.0952 2.6127 0.2 0.1 0.0 0.062
H -1.6002 -3.6214 2.4440 0.2 -0.1 0.0 0.026
C -0.3017 -5.5109 -1.1822 -0.1 -0.1 0.7 -0.080
C -0.4894 -5.1513 -2.6364 -1.2 -0.1 0.1 -0.305
O -0.1618 -3.7881 -2.8608 -0.2 0.4 -0.2 -0.155
H -0.8863 -6.3966 -0.9125 0.4 -0.3 -0.3 0.074
H -0.7180 -4.7582 -0.5051 0.1 0.3 -0.3 0.055
H 0.7409 -5.6224 -0.8864 0.0 -0.2 -0.1 0.080
H -1.5502 -5.3005 -2.8852 0.0 0.1 0.0 0.106
H 0.0191 -5.8264 -3.3278 0.5 0.2 0.1 0.111
H -0.9007 -3.3479 -3.3419 0.4 -0.2 -0.1 0.041
C -5.9790 -2.5066 0.6896 -0.5 -0.7 -0.7 -0.083
C -4.4853 -2.3106 0.7421 0.3 -0.5 0.1 -0.311
O -3.9514 -2.6691 2.0239 0.3 0.4 0.2 -0.086
H -6.3041 -3.5410 0.8492 0.3 0.0 0.4 0.076
H -6.3457 -2.3346 -0.3296 0.0 0.5 0.1 0.069
H -6.4990 -1.8802 1.4106 0.0 0.1 -0.1 0.083
H -4.2696 -1.2637 0.5335 0.2 -0.1 0.3 0.070
H -3.9347 -2.9177 0.0165 -0.3 0.1 -0.4 0.109
H -3.8909 -3.6268 2.0666 -0.2 0.0 0.0 0.074
C 2.1919 5.0327 -3.3421 -0.9 0.4 0.2 -0.090
C 1.9238 4.6341 -1.9000 -0.3 0.4 -0.3 -0.337
O 2.5767 5.5280 -1.0041 0.2 -0.7 0.0 -0.084
H 1.7588 6.0211 -3.5203 0.2 0.1 0.1 0.073
H 1.6170 4.3784 -4.0025 0.6 -0.2 -0.2 0.072
H 3.2560 5.1169 -3.5490 0.0 -0.4 -0.2 0.074
H 2.1795 3.5853 -1.7280 0.2 0.0 0.1 0.094
H 0.8545 4.7191 -1.6998 0.0 0.0 0.0 0.106
H 3.4798 5.1931 -0.9353 0.0 0.3 0.3 0.074
C -0.9077 -1.5458 0.2923 -0.2 1.1 0.0 -0.036
C 0.3409 -0.9016 -0.3220 -1.4 -0.1 -1.1 -0.395
C 0.9789 0.1658 0.5533 0.9 -0.7 0.1 -0.171
O 0.4359 1.4445 0.3037 -0.1 -0.1 -0.2 -0.208
C 1.2280 2.4772 0.8660 -0.2 0.0 0.5 -0.100
N 1.2202 -1.9862 -0.7320 1.0 0.2 -0.5 0.059
H -1.3524 -2.3422 -0.3038 0.5 -0.3 -0.1 0.070
H -1.6802 -0.7711 0.3029 0.0 -0.2 0.5 0.047
H -0.6824 -1.8774 1.3043 -0.2 -0.1 0.0 0.067
H -0.0153 -0.3048 -1.1859 0.1 -0.2 -0.1 0.125
H 2.0506 0.1973 0.2958 0.0 -0.1 0.2 0.132
H 0.8777 -0.1067 1.6114 0.1 0.2 0.0 0.118
H 1.3265 2.3667 1.9518 -0.1 0.0 0.0 0.070
H 0.6831 3.4014 0.6879 0.3 0.2 -0.1 0.087
H 2.2376 2.5155 0.4450 -0.1 0.0 -0.2 0.091
H 0.7711 -2.5835 -1.4355 -0.2 0.2 0.5 0.055
H 2.0487 -1.6408 -1.2252 -0.1 0.2 0.3 0.067
C 3.4588 -0.8331 4.0429 -0.4 0.2 -1.1 -0.047
C 2.3893 0.2609 4.0957 0.4 0.8 0.9 -0.419
C 1.0376 -0.3600 4.4247 1.3 -1.3 -0.3 -0.233
O -0.0011 0.5656 4.4015 -0.1 0.0 0.0 -0.212
C -1.2712 0.0153 4.6982 0.2 0.2 0.3 -0.071
N 2.8507 1.2744 5.0733 -0.5 0.1 0.5 0.053
H 3.2706 -1.5515 3.2381 -0.2 0.0 0.1 0.071
H 3.5105 -1.3909 4.9764 0.2 0.2 0.1 0.083
H 4.3861 -0.3269 3.7886 0.3 -0.2 0.4 0.062
H 2.3643 0.8782 3.1914 -0.2 -0.7 -0.4 0.116
H 1.1887 -0.9014 5.3775 -0.5 0.6 0.4 0.135
H 0.9159 -1.2271 3.7498 -0.5 0.4 -0.4 0.121
H -1.5596 -0.6930 3.9187 -0.2 0.0 0.0 0.084
H -1.9686 0.8465 4.7706 -0.1 0.0 -0.2 0.095
H -1.2587 -0.4747 5.6770 0.1 -0.2 -0.1 0.095
H 2.5790 1.0361 6.0272 0.1 -0.2 -0.2 0.084
H 2.3884 2.1663 4.9099 0.1 -0.1 -0.1 0.036
C -2.6753 -0.9480 -2.7489 0.3 0.6 0.2 -0.056
C -3.2774 -2.1412 -3.4618 0.7 0.3 -0.4 -0.410
C -4.6037 -1.7502 -4.0771 -0.3 -0.4 0.5 -0.216
O -5.2471 -2.9103 -4.5512 0.3 0.0 0.1 -0.182
C -6.3984 -2.6418 -5.2961 -0.7 -0.6 -0.3 -0.124
N -2.3109 -2.6319 -4.4676 -0.4 -0.3 0.1 0.049
H -2.6763 -0.0433 -3.3710 -0.4 -0.1 0.0 0.095
H -1.6189 -1.0566 -2.5004 0.0 -0.5 0.0 0.062
H -3.2062 -0.7559 -1.8154 -0.1 0.2 -0.1 0.063
H -3.4258 -2.9320 -2.7217 -0.1 -0.1 -0.2 0.140
H -4.4766 -1.0496 -4.9101 0.2 0.2 0.1 0.132
H -5.2158 -1.2871 -3.2913 -0.1 0.2 -0.1 0.129
H -6.2007 -2.1467 -6.2528 0.2 0.1 0.1 0.090
H -7.1694 -2.0744 -4.7610 0.3 0.2 0.2 0.089
H -6.8414 -3.6166 -5.5058 0.0 0.1 -0.1 0.090
H -2.1740 -1.9011 -5.1624 0.2 0.0 0.1 0.094
H -2.7264 -3.4129 -4.9730 0.0 0.1 0.1 0.092
C -2.8258 1.1073 1.5393 0.6 -0.4 0.9 -0.061
C -2.8717 1.7169 0.1454 0.2 0.7 1.5 -0.381
C -4.2916 2.0184 -0.2619 -0.4 -0.1 -0.4 -0.203
O -5.0348 0.8129 -0.2763 0.1 0.0 0.1 -0.212
C -6.3907 0.9969 -0.5912 -0.2 0.2 -0.7 -0.106
N -2.1217 3.0138 0.2555 -0.5 -1.2 -0.7 0.050
H -1.7846 0.9869 1.8668 0.1 -0.3 -0.4 0.073
H -3.3196 0.1398 1.6228 0.0 0.0 -0.1 0.062
H -3.1792 1.7311 2.3677 -0.6 0.3 -0.6 0.088
H -2.3741 1.0325 -0.5484 -0.2 0.1 -0.2 0.117
H -4.3480 2.4749 -1.2644 0.1 0.0 0.1 0.131
H -4.7314 2.7330 0.4482 0.0 -0.1 0.0 0.137
H -6.5447 1.3475 -1.6276 0.3 0.0 0.1 0.090
H -6.8693 1.7555 0.0402 0.0 -0.3 0.3 0.094
H -6.8739 0.0228 -0.5363 -0.1 0.1 0.3 0.073
H -1.1472 2.6991 0.2485 -0.2 0.4 -0.3 0.047
H -2.3369 3.5104 -0.6084 0.6 0.3 0.2 0.091
C 3.0427 5.1443 2.6507 0.0 0.4 0.2 -0.055
C 4.5450 4.9859 2.8088 0.2 -0.1 0.2 -0.441
C 4.8188 3.6365 3.4499 -0.1 0.4 -0.3 -0.244
O 6.1823 3.4968 3.7639 0.3 0.1 0.2 -0.186
C 6.4269 2.2146 4.3260 -0.3 0.1 -1.0 -0.103
N 5.2322 5.1103 1.5106 0.2 0.7 0.2 0.043
H 2.6213 4.2926 2.1204 -0.1 0.0 0.1 0.051
H 2.7402 6.0422 2.1063 0.3 0.0 -0.1 0.079
H 2.6085 5.2421 3.6462 -0.2 -0.3 -0.1 0.079
H 4.9219 5.7157 3.5411 -0.1 0.2 -0.2 0.140
H 4.5070 2.8606 2.7332 -0.1 -0.2 0.2 0.128
H 4.2270 3.5827 4.3690 -0.1 -0.3 -0.1 0.117
H 7.4812 2.1308 4.5674 0.0 0.1 0.2 0.083
H 6.2004 1.4837 3.5370 0.0 -0.3 0.3 0.079
H 5.7586 2.0244 5.1675 0.2 0.0 0.2 0.078
H 5.0040 6.0480 1.1746 -0.1 -0.2 -0.2 0.068
H 6.2309 5.1995 1.7040 -0.1 -0.4 -0.1 0.071
C 3.2320 -3.7854 -5.3550 -1.0 0.4 -0.9 -0.078
C 3.5776 -3.1283 -4.0312 -1.2 -0.8 0.1 -0.413
C 3.2130 -1.6444 -4.0166 1.4 -0.4 -0.1 -0.212
O 3.7982 -1.0740 -2.8482 -0.6 0.4 -0.1 -0.207
C 3.5731 0.3339 -2.8222 0.0 -0.6 0.1 -0.108
N 2.7864 -3.8466 -2.9967 0.4 0.7 0.0 0.052
H 3.6897 -3.3411 -6.2445 0.4 0.0 0.3 0.074
H 2.1588 -3.6522 -5.5673 0.0 0.0 0.3 0.077
H 3.3616 -4.8651 -5.3694 0.4 0.0 0.2 0.075
H 4.6360 -3.2823 -3.8223 0.1 0.3 0.1 0.140
H 2.1243 -1.5262 -4.0108 -0.1 0.1 -0.1 0.127
H 3.6675 -1.1672 -4.8981 -0.3 0.2 0.0 0.126
H 3.9438 0.7051 -1.8681 0.1 0.1 -0.1 0.086
H 2.5005 0.5564 -2.8950 0.0 0.0 0.0 0.083
H 4.0993 0.8027 -3.6585 0.0 0.2 0.1 0.087
H 2.9815 -3.3437 -2.1315 0.0 -0.4 0.1 0.053
H 1.7906 -3.6592 -3.1741 0.4 -0.3 0.0 0.032
```
Positions in Å, forces in eV/Å.